[1]
Entry from the Open Molecules 2025 dataset: C5H10O in the gas phase (ωB97M-V with the def2-TZVPD basis set).

Geometry as XYZ:
```
16
Properties=species:S:1:pos:R:3:mulliken_charge:R:1
C -0.117 1.345 -0.774 -1.535
C -0.175 0.124 0.120 1.400
C -0.401 0.414 1.593 -1.537
C -0.773 -1.132 -0.470 -1.017
C 0.695 -1.066 -0.212 -0.143
O 1.518 -1.063 -1.342 -0.544
H 0.439 2.160 -0.295 0.374
H 0.366 1.112 -1.728 0.413
H -1.128 1.714 -0.985 0.301
H -0.763 -0.469 2.131 0.374
H -1.143 1.210 1.727 0.382
H 0.528 0.744 2.077 0.307
H -1.388 -1.774 0.155 0.259
H -1.070 -1.091 -1.515 0.288
H 1.085 -1.641 0.632 0.339
H 2.326 -0.587 -1.113 0.338
```

Values from the calculation:
**Molecular weight**: 86.13 u
**Frontier orbital gap**: 10.298 eV
**Energy above the lowest of the compared OMol25 structures with the same formula, charge and spin**: 23.88 kcal per mole
**Total charge**: 0
**Calculated total energy**: -271.71457 hartree

---

[2]
Entry from the Open Molecules 2025 dataset: 3 unconnected molecules or ions with the total composition C41H65B3F3N2O15PS (ωB97M-V with the def2-TZVPD basis set).

Geometry as XYZ:
```
131
Properties=species:S:1:pos:R:3:mulliken_charge:R:1
C 3.892 3.158 5.816 -0.407
C 3.147 2.399 7.016 -0.563
C 1.949 1.546 6.449 -0.003
C 0.918 2.363 5.584 -0.782
C 0.073 1.342 4.672 -0.432
C 0.209 1.713 3.138 -0.318
C -0.601 0.765 2.202 -0.551
C -2.073 0.969 2.151 1.083
C -2.679 2.132 2.993 -0.198
B -4.180 2.539 2.593 0.691
O -4.530 3.548 1.672 -0.660
O -5.238 1.844 3.262 -0.517
C -2.886 0.103 1.309 -0.426
C -2.242 -0.937 0.505 -0.241
B -3.151 -1.858 -0.469 1.179
O -3.590 -1.387 -1.714 -0.627
O -3.460 -3.161 0.013 -0.600
C -4.782 -3.086 0.627 -0.105
C -4.738 -3.504 2.155 -0.965
C -0.798 -1.106 0.562 0.720
C 0.077 -0.292 1.396 -0.771
N 1.524 -0.349 1.499 1.508
C 2.009 0.731 0.568 -0.890
O 3.437 0.775 0.463 -0.063
C 3.920 2.024 0.762 0.655
F 3.742 2.277 2.107 -0.162
F 5.270 2.012 0.516 -0.267
F 3.390 3.016 -0.009 -0.273
C 2.127 -1.626 1.172 -0.530
C 1.540 -2.647 0.263 1.193
C 2.180 -3.908 -0.063 -0.863
C 3.508 -4.254 0.475 0.890
P 4.329 -5.878 -0.021 0.097
C 4.748 -6.863 1.522 -1.007
O 3.058 -6.712 -0.815 -0.503
C 4.104 -3.281 1.379 -0.449
O 5.366 -3.577 1.945 -0.803
B 6.416 -3.192 1.076 0.795
O 6.387 -3.303 -0.333 -0.512
O 7.596 -2.681 1.648 -0.573
C 3.437 -2.015 1.728 -0.848
C 4.264 -1.145 2.735 0.797
C 3.822 -1.218 4.113 -0.635
C 4.628 -0.453 5.095 -0.561
C 5.765 0.231 4.469 -0.714
C 6.070 0.220 3.052 -0.543
N 5.306 -0.489 2.180 -0.317
S -0.093 -2.387 -0.510 -0.392
H 3.547 2.645 4.876 -0.307
H 5.003 3.073 5.937 0.303
H 3.566 4.230 5.750 0.303
H 2.856 3.095 7.841 0.387
H 3.908 1.664 7.409 0.263
H 1.396 1.084 7.313 0.315
H 2.378 0.730 5.805 -0.231
H 0.239 2.893 6.306 0.370
H 1.379 3.123 4.905 0.365
H 0.455 0.319 4.916 0.445
H -0.981 1.411 5.042 0.100
H -0.071 2.793 3.027 0.437
H 1.310 1.654 2.910 -0.691
H -2.041 3.048 2.807 0.164
H -2.662 1.967 4.101 0.053
H -4.842 4.354 2.123 0.272
H -5.639 1.204 2.646 0.295
H -3.991 0.198 1.205 -0.173
H -3.852 -2.130 -2.285 0.286
H -5.428 -3.789 0.030 0.451
H -5.245 -2.061 0.525 0.057
H -4.927 -2.579 2.767 0.220
H -5.594 -4.202 2.360 0.323
H -3.755 -3.950 2.445 0.237
H 1.536 1.707 0.844 0.663
H 1.596 0.464 -0.452 0.225
H 1.671 -4.636 -0.731 0.510
H 5.630 -6.461 2.078 0.292
H 5.031 -7.895 1.162 0.354
H 3.826 -6.981 2.150 0.332
H 2.471 -6.978 -0.074 0.311
H 5.825 -2.612 -0.724 0.292
H 8.069 -2.143 0.992 0.319
H 2.941 -1.822 4.425 0.517
H 4.415 -0.435 6.182 0.625
H 6.453 0.807 5.139 0.377
H 6.971 0.759 2.670 0.428
C 0.181 -2.244 -8.042 -0.803
O 0.825 -1.844 -6.849 -0.249
C -0.056 -1.804 -5.734 -0.720
C 0.676 -2.172 -4.453 0.126
O 0.953 -3.565 -4.324 -0.408
C 1.960 -4.105 -5.177 -0.456
C 3.369 -3.648 -4.833 -0.370
O 3.586 -2.314 -5.273 -0.290
C 4.506 -1.613 -4.463 -0.556
H -0.518 -1.472 -8.379 0.330
H 0.946 -2.390 -8.805 0.232
H -0.345 -3.195 -7.901 0.352
H -0.901 -2.487 -5.877 0.359
H -0.436 -0.778 -5.653 0.371
H 0.015 -1.933 -3.615 0.137
H 1.578 -1.576 -4.316 0.063
H 1.721 -3.929 -6.226 0.111
H 1.916 -5.187 -5.024 0.442
H 4.096 -4.289 -5.347 0.437
H 3.520 -3.732 -3.750 0.191
H 4.204 -1.652 -3.408 0.085
H 4.510 -0.571 -4.776 0.264
H 5.512 -2.030 -4.577 0.346
C -6.057 7.411 -4.739 -0.805
O -6.120 6.506 -3.655 -0.249
C -7.372 6.538 -2.984 -0.582
C -7.731 5.162 -2.444 -0.202
O -8.165 4.242 -3.443 -0.481
C -7.171 3.747 -4.339 -0.364
C -6.174 2.798 -3.693 -0.555
O -5.235 3.515 -2.908 -0.344
C -4.755 2.768 -1.807 -0.808
H -6.053 8.444 -4.377 0.324
H -5.131 7.220 -5.282 0.231
H -6.894 7.253 -5.427 0.355
H -8.168 6.882 -3.653 0.355
H -7.280 7.242 -2.148 0.387
H -8.589 5.283 -1.776 0.421
H -6.926 4.740 -1.844 0.008
H -6.672 4.564 -4.861 0.132
H -7.723 3.184 -5.097 0.409
H -5.616 2.268 -4.475 0.407
H -6.717 2.066 -3.083 0.322
H -5.589 2.389 -1.203 0.331
H -4.156 3.427 -1.181 0.263
H -4.135 1.934 -2.153 0.425
```

Values from the calculation:
**Molecular weight**: 978.44 u
**Frontier orbital gap**: 7.910 eV
**Energy above the lowest of the compared OMol25 structures with the same formula, charge and spin**: 0.00 kcal per mole
**Total charge**: 0
**Calculated total energy**: -3953.16596 hartree

---

[3]
Entry from the Open Molecules 2025 dataset: C6H9ClN4O2 in the gas phase (ωB97M-V with the def2-TZVPD basis set).

Geometry as XYZ:
```
22
Properties=species:S:1:pos:R:3:mulliken_charge:R:1
C -0.042 -1.499 -1.745 -0.889
C 0.887 -0.604 -1.797 0.267
C -0.758 -1.065 0.689 0.536
C -1.026 0.375 0.849 -0.628
C -1.007 -1.556 -0.638 -0.003
C 0.131 1.294 0.356 0.295
N -0.573 -1.701 1.758 -0.656
N 1.334 1.186 0.831 -0.765
N -0.126 2.300 -0.502 -0.519
N 1.727 0.324 -1.863 0.790
O 1.531 1.441 -2.390 -0.733
O 3.085 0.051 -1.487 -0.416
Cl -2.619 -0.900 -1.528 -0.200
H -0.155 -2.145 -2.600 0.409
H -1.960 0.541 0.214 0.227
H -1.096 0.754 1.845 0.394
H -1.166 -2.670 -0.657 0.399
H -0.625 -2.697 1.673 0.259
H 3.378 0.955 -1.411 0.346
H 1.413 0.410 1.410 0.288
H 0.602 2.834 -0.868 0.332
H -0.701 1.987 -1.284 0.266
```

Values from the calculation:
**Molecular weight**: 204.62 u
**Frontier orbital gap**: 8.269 eV
**Energy above the lowest of the compared OMol25 structures with the same formula, charge and spin**: 148.18 kcal per mole
**Total charge**: 0
**Calculated total energy**: -1063.50043 hartree

---

[4]
Entry from the Open Molecules 2025 dataset: 2 unconnected molecules or ions with the total composition C2H7OS (ωB97M-V with the def2-TZVPD basis set).

Geometry as XYZ:
```
11
Properties=species:S:1:pos:R:3:mulliken_charge:R:1
C -0.555 -0.774 -1.217 -1.040
C -1.190 0.373 -0.455 -0.406
S -0.589 0.531 1.263 -0.696
H -0.483 -1.636 -0.537 0.276
H 0.469 -0.603 -1.556 0.275
H -1.238 -1.079 -2.020 0.314
H -2.252 0.149 -0.300 0.189
H -0.998 1.259 -1.085 0.228
H 2.761 0.001 2.158 0.292
H 1.630 0.884 1.596 0.233
O 2.447 0.895 2.153 -0.666
```

Values from the calculation:
**Molecular weight**: 79.14 u
**Frontier orbital gap**: 6.890 eV
**Energy above the lowest of the compared OMol25 structures with the same formula, charge and spin**: 5.08 kcal per mole
**Total charge**: -1
**Calculated total energy**: -553.85586 hartree

---

[5]
Entry from the Open Molecules 2025 dataset: C5H9NO in the gas phase (ωB97M-V with the def2-TZVPD basis set).

Geometry as XYZ:
```
16
Properties=species:S:1:pos:R:3:mulliken_charge:R:1
C -1.592 -0.075 1.133 -0.969
C -1.268 -0.316 -0.338 -0.437
N -0.623 0.829 -1.017 -0.004
C 0.612 1.271 -1.059 -0.472
C 1.612 0.560 -0.133 -0.327
C 2.038 -0.891 -0.292 0.139
O 1.325 -1.861 -0.420 -0.527
H -0.705 0.224 1.702 0.270
H -2.360 0.694 1.272 0.320
H -1.960 -1.011 1.566 0.293
H -2.188 -0.532 -0.893 0.376
H -1.264 1.376 -1.580 0.274
H -0.605 -1.173 -0.443 0.261
H 1.233 0.647 0.899 0.188
H 2.537 1.144 -0.161 0.302
H 3.139 -1.033 -0.245 0.316
```

Values from the calculation:
**Molecular weight**: 99.13 u
**Frontier orbital gap**: 8.816 eV
**Energy above the lowest of the compared OMol25 structures with the same formula, charge and spin**: 77.35 kcal per mole
**Total charge**: 0
**Calculated total energy**: -325.81430 hartree

---

[6]
Entry from the Open Molecules 2025 dataset: a molecular structure, C8H10OS (ωB97M-V with the def2-TZVPD basis set).

Geometry as XYZ:
```
20
Properties=species:S:1:pos:R:3:mulliken_charge:R:1
C -3.145 0.033 -0.094 -0.504
C -2.463 -1.171 -0.172 -0.344
C -2.462 1.222 0.104 -0.392
C -1.076 -1.196 -0.060 -0.463
C -1.078 1.211 0.222 -0.533
C -0.451 -0.001 0.148 0.419
C 2.332 0.225 1.612 -0.819
C 2.838 -1.040 -0.711 -0.972
O 1.930 1.398 -1.094 -0.526
S 1.870 0.089 0.041 0.739
H -4.219 0.045 -0.203 0.370
H -3.004 -2.091 -0.337 0.361
H -2.997 2.159 0.151 0.354
H -0.522 -2.119 -0.138 0.394
H -0.518 2.124 0.352 0.371
H 3.388 0.324 1.793 0.297
H 1.676 0.796 2.244 0.318
H 2.946 -1.951 -0.150 0.325
H 2.674 -1.167 -1.769 0.322
H 2.280 1.113 -1.939 0.281
```

Values from the calculation:
**Molecular weight**: 154.23 u
**Frontier orbital gap (alpha / beta)**: 7.960 / 7.961 eV
**Energy above the lowest of the compared OMol25 structures with the same formula, charge and spin**: 109.73 kcal per mole
**Total charge**: 0
**Calculated total energy**: -784.04768 hartree

---

[7]
Entry from the Open Molecules 2025 dataset: 5 unconnected molecules or ions with the total composition C35H69ClN6O7 (ωB97M-V with the def2-TZVPD basis set).

Geometry as XYZ:
```
118
Properties=species:S:1:pos:R:3:mulliken_charge:R:1
C 1.690 -0.869 5.115 -1.600
C 0.862 -0.984 3.830 -0.653
C 1.608 -0.445 2.570 -0.084
Cl 2.230 -1.889 1.674 -0.102
C 0.648 0.487 1.818 -0.259
C 0.675 1.722 2.774 -0.782
O -0.102 2.034 3.625 -0.597
N 1.889 2.399 2.439 -0.108
C 2.321 2.019 1.056 1.528
C 3.662 1.295 0.953 -1.506
C 2.582 3.439 0.375 -0.727
C 2.239 4.631 1.247 -0.830
N 1.104 5.186 1.316 -0.312
C 1.022 1.257 0.524 0.415
C 1.346 0.462 -0.738 -0.440
C 0.235 -0.132 -1.630 -1.368
C -0.910 -0.961 -1.042 0.792
C -0.482 -2.126 -0.138 -1.806
C -2.016 -0.103 -0.378 -0.126
C -2.997 -0.898 0.507 0.001
C -4.125 0.043 0.824 -1.387
C -4.137 0.810 1.937 1.068
C -3.909 0.258 3.329 -1.324
C -4.410 2.294 1.867 -1.177
O 0.066 2.319 0.467 -0.773
C -0.360 2.744 -0.824 0.124
C -0.953 4.146 -0.782 -0.191
C -2.217 4.184 -1.658 -1.400
O -0.019 5.071 -1.347 -0.626
H 1.027 -0.973 5.973 0.389
H 2.200 0.094 5.177 0.331
H 2.410 -1.686 5.161 0.347
H 0.678 -2.047 3.663 0.651
H -0.126 -0.537 3.921 0.193
H 2.490 0.053 2.951 0.746
H -0.372 0.112 1.836 0.423
H 2.612 2.214 3.125 0.465
H 4.394 1.721 1.647 0.399
H 3.630 0.218 1.112 0.234
H 4.067 1.447 -0.047 0.312
H 3.662 3.518 0.230 0.542
H 2.134 3.535 -0.614 0.305
H 3.078 5.042 1.822 0.355
H 1.166 5.959 1.979 0.213
H 1.952 1.107 -1.375 0.304
H 2.027 -0.339 -0.449 0.669
H 0.725 -0.752 -2.384 0.961
H -0.218 0.682 -2.198 -0.337
H -1.406 -1.444 -1.887 1.032
H -0.434 -1.859 0.916 -0.063
H -1.206 -2.932 -0.219 0.226
H 0.483 -2.519 -0.459 0.722
H -2.608 0.329 -1.192 0.733
H -1.625 0.694 0.253 -0.658
H -2.484 -1.078 1.458 0.016
H -3.316 -1.834 0.043 0.544
H -4.960 0.146 0.127 0.354
H -4.742 0.620 3.935 0.561
H -2.994 0.654 3.790 0.174
H -3.867 -0.829 3.326 0.263
H -5.306 2.510 1.275 0.372
H -4.579 2.695 2.871 0.395
H -3.544 2.809 1.453 0.021
H -1.135 2.088 -1.220 -0.021
H 0.423 2.745 -1.585 0.407
H -1.197 4.376 0.256 0.333
H -2.424 5.236 -1.865 0.446
H -1.977 3.742 -2.628 0.185
H -3.069 3.695 -1.188 0.255
H -0.071 5.860 -0.802 0.420
C 3.899 1.195 -4.076 0.241
O 3.303 0.769 -3.105 -0.647
N 5.223 1.438 -4.114 0.157
C 5.880 1.947 -5.301 -0.974
C 6.010 1.179 -2.921 -0.833
H 3.388 1.424 -5.027 0.156
H 6.644 1.243 -5.637 0.345
H 6.354 2.907 -5.084 0.345
H 5.154 2.086 -6.099 0.303
H 5.927 0.128 -2.639 0.285
H 5.639 1.783 -2.092 0.173
H 7.052 1.423 -3.110 0.397
C -0.833 -4.922 -2.953 0.090
O -1.093 -3.799 -2.568 -0.545
N -0.702 -5.997 -2.153 0.131
C -0.392 -7.313 -2.673 -0.944
C -0.879 -5.825 -0.719 -0.809
H -0.680 -5.158 -4.021 0.245
H -1.190 -8.014 -2.419 0.339
H 0.546 -7.673 -2.246 0.336
H -0.292 -7.272 -3.756 0.285
H -1.879 -5.443 -0.510 0.275
H -0.155 -5.105 -0.337 0.210
H -0.743 -6.780 -0.217 0.400
C -0.503 1.816 -5.226 -0.095
O -0.244 1.996 -4.052 -0.481
N -0.196 0.704 -5.922 0.269
C -0.525 0.562 -7.325 -0.969
C 0.482 -0.387 -5.238 -0.416
H -1.026 2.575 -5.834 0.245
H -1.186 -0.295 -7.470 0.332
H 0.385 0.410 -7.910 0.326
H -1.028 1.458 -7.684 0.284
H -0.129 -0.743 -4.410 0.160
H 1.434 -0.043 -4.829 -0.064
H 0.656 -1.202 -5.936 0.460
C -4.169 -3.068 5.431 0.107
O -4.033 -3.758 4.440 -0.601
N -3.229 -2.889 6.380 0.160
C -3.453 -2.048 7.539 -0.939
C -1.951 -3.562 6.226 -0.915
H -5.101 -2.514 5.636 0.304
H -2.723 -1.236 7.560 0.325
H -3.355 -2.637 8.454 0.357
H -4.452 -1.621 7.501 0.303
H -1.474 -3.248 5.297 0.217
H -2.100 -4.641 6.184 0.310
H -1.306 -3.317 7.067 0.388
```

Values from the calculation:
**Molecular weight**: 721.43 u
**Frontier orbital gap**: 7.601 eV
**Energy above the lowest of the compared OMol25 structures with the same formula, charge and spin**: 0.00 kcal per mole
**Total charge**: 0
**Calculated total energy**: -2690.30872 hartree

---

[8]
Entry from the Open Molecules 2025 dataset: C2H7OPS in the gas phase (ωB97M-V with the def2-TZVPD basis set).

Geometry as XYZ:
```
12
Properties=species:S:1:pos:R:3:mulliken_charge:R:1
C 1.642 -0.126 -0.089 -0.959
C -1.276 0.543 -0.252 -0.777
O -0.475 -2.100 -0.210 -0.647
P -0.102 -0.742 0.218 0.565
S -3.138 0.085 0.176 -0.191
H 1.590 0.124 -1.195 0.321
H 1.721 0.521 0.684 0.374
H 2.185 -0.950 0.179 0.325
H -1.228 1.559 0.190 0.354
H -1.181 0.861 -1.221 0.458
H -0.212 -0.744 1.582 0.026
H -2.851 -1.227 0.202 0.152
```

Values from the calculation:
**Molecular weight**: 110.12 u
**Frontier orbital gap**: 10.069 eV
**Energy above the lowest of the compared OMol25 structures with the same formula, charge and spin**: 37.88 kcal per mole
**Total charge**: 0
**Calculated total energy**: -895.15570 hartree